# 1
Here is C34H56GeN6O8PTi as an isolated structure from the Open Molecules 2025 dataset. Energies are from ωB97M-V with the def2-TZVPD basis set.

XYZ file:
```
107
Properties=species:S:1:pos:R:3:lowdin_charge:R:1
Ti 0.18 -0.79 0.26 1.119
C -1.49 -3.01 3.16 -0.011
C -1.98 -1.66 2.64 -0.650
C -2.60 -0.87 3.78 -0.059
C -3.00 -1.86 1.53 -0.017
O -0.87 -0.92 2.07 -0.419
Ge 0.23 0.26 3.17 1.070
O -0.15 1.76 2.18 -0.344
C -0.85 2.92 2.63 -0.692
C -0.84 3.05 4.15 -0.065
C -2.28 2.83 2.12 -0.023
C -0.13 4.11 2.01 -0.028
O 1.50 -0.22 1.71 -0.437
C 2.93 -0.03 1.95 -0.632
C 3.30 1.43 1.69 -0.014
C 3.74 -0.95 1.04 -0.009
C 3.26 -0.36 3.41 -0.071
H -2.31 -3.54 3.64 0.099
H -0.70 -2.86 3.91 0.094
H -1.10 -3.63 2.36 0.074
H -3.50 -1.38 4.13 0.096
H -2.90 0.13 3.44 0.067
H -1.92 -0.77 4.62 0.063
H -3.89 -2.36 1.92 0.102
H -2.60 -2.47 0.73 0.080
H -3.29 -0.89 1.13 0.086
H -1.36 2.21 4.62 0.066
H -1.35 3.97 4.44 0.092
H 0.18 3.08 4.53 0.084
H -2.83 2.05 2.65 0.071
H -2.27 2.56 1.06 0.054
H -2.82 3.77 2.26 0.094
H 0.90 4.17 2.39 0.087
H -0.64 5.05 2.24 0.092
H -0.08 4.00 0.92 0.052
H 3.37 1.64 0.63 0.067
H 4.28 1.63 2.13 0.097
H 2.57 2.10 2.14 0.081
H 4.78 -0.64 1.06 0.102
H 3.38 -0.90 0.02 0.055
H 3.69 -1.99 1.36 0.081
H 2.87 0.39 4.10 0.061
H 4.35 -0.39 3.53 0.098
H 2.87 -1.33 3.71 0.077
O 0.91 -7.88 0.54 -0.028
C 1.43 -7.14 1.39 -0.692
O 2.11 -7.37 2.40 -0.035
C 1.18 -5.62 1.14 -0.070
C 1.72 -4.66 1.98 0.030
C 1.49 -3.32 1.73 -0.115
N 0.77 -2.90 0.69 0.035
C 0.22 -3.83 -0.10 -0.191
C 0.39 -5.18 0.08 0.082
C -0.65 -3.25 -1.18 -0.549
O -1.27 -3.88 -1.99 0.127
O -0.65 -1.92 -1.12 -0.237
H 2.30 -4.99 2.83 0.123
H 1.87 -2.56 2.38 0.085
H -0.07 -5.90 -0.58 0.135
N 2.23 -2.11 -2.02 0.156
C 2.92 -1.03 -2.51 -0.265
C 3.99 -1.19 -3.37 -0.013
C 4.73 -0.10 -3.85 -0.070
C 4.41 1.17 -3.48 -0.048
C 3.34 1.38 -2.59 -0.154
C 2.98 2.69 -2.18 0.006
C 1.98 2.86 -1.29 -0.047
C 1.32 1.73 -0.78 -0.166
N 1.59 0.49 -1.15 0.077
C 2.59 0.29 -2.06 -0.167
H 2.46 -3.00 -2.43 0.118
H 1.23 -1.98 -1.90 0.042
H 4.24 -2.20 -3.69 0.117
H 5.56 -0.28 -4.53 0.110
H 4.95 2.02 -3.86 0.111
H 3.54 3.53 -2.58 0.125
H 1.69 3.84 -0.92 0.111
H 0.55 1.86 -0.03 0.085
C -1.77 3.80 -1.35 -0.101
N -2.59 2.62 -1.58 -0.295
C -4.00 2.82 -1.29 -0.083
P -1.94 1.13 -1.86 0.579
O -1.26 0.51 -0.67 -0.328
N -3.15 0.18 -2.39 -0.291
C -3.56 -1.08 -1.78 -0.075
C -3.87 0.53 -3.60 -0.094
N -0.88 1.41 -3.11 -0.274
C -0.99 2.48 -4.08 -0.104
C -0.28 0.21 -3.70 -0.079
H -2.04 4.60 -2.03 0.093
H -0.72 3.56 -1.49 0.065
H -1.91 4.16 -0.33 0.068
H -4.12 3.25 -0.29 0.080
H -4.54 1.87 -1.32 0.076
H -4.46 3.50 -2.01 0.092
H -2.84 -1.38 -1.04 0.029
H -3.59 -1.86 -2.54 0.098
H -4.55 -1.00 -1.32 0.093
H -3.53 1.49 -3.99 0.072
H -4.94 0.61 -3.40 0.089
H -3.72 -0.23 -4.37 0.092
H -1.68 3.25 -3.75 0.062
H -1.36 2.10 -5.04 0.086
H -0.01 2.94 -4.26 0.089
H -0.27 -0.60 -2.97 0.059
H 0.74 0.42 -4.03 0.090
H -0.87 -0.13 -4.56 0.095
```

Results
Orbital gap (alpha / beta) (eV): 6.540 / 6.537
DFT total energy (eV): -150416.169
⟨S²⟩: 0.752
2S+1: 2
ΔE to the lowest compared entry with this formula, charge and spin (kJ/mol): 37.41


# 2
Here is C34H56HgN2O2P3 as an isolated structure from the Open Molecules 2025 dataset. Energies are from ωB97M-V with the def2-TZVPD basis set.

XYZ file:
```
98
Properties=species:S:1:pos:R:3:lowdin_charge:R:1
C -1.22 -1.48 -2.01 -0.380
C 0.78 -2.52 -1.29 -0.380
C -1.46 -2.48 -2.95 -0.071
C 0.49 -3.63 -2.13 -0.036
C -0.61 -3.59 -2.97 -0.073
H -2.31 -2.38 -3.61 0.101
H 1.17 -4.47 -2.11 0.108
H -0.82 -4.42 -3.65 0.110
N -0.13 -1.50 -1.24 -0.012
P -2.37 0.20 -0.05 1.088
P 2.54 -0.85 0.14 1.016
C -2.19 -0.30 -1.83 -0.258
H -1.81 0.57 -2.38 0.066
H -3.17 -0.58 -2.25 0.077
C 0.40 2.38 2.07 -0.028
O 1.09 3.22 2.45 0.085
C 1.99 -2.39 -0.53 -0.283
H 2.59 -3.30 -0.45 0.054
C 3.58 0.01 -1.18 -0.666
C 3.59 -1.14 1.68 -0.671
C -3.19 1.92 0.04 -0.678
C -3.50 -1.20 0.57 -0.648
C 3.63 1.52 -0.88 -0.106
H 4.26 1.75 -0.01 0.063
H 4.05 2.04 -1.75 0.090
H 2.63 1.93 -0.70 0.029
C 5.01 -0.55 -1.23 -0.091
H 5.59 -0.30 -0.34 0.063
H 5.01 -1.63 -1.39 0.087
H 5.52 -0.09 -2.09 0.096
C 2.93 -0.21 -2.56 -0.102
H 3.41 0.47 -3.29 0.088
H 3.08 -1.24 -2.91 0.090
H 1.86 0.01 -2.56 0.039
C 4.28 0.17 2.12 -0.090
H 3.55 0.99 2.22 0.073
H 4.71 0.01 3.12 0.093
H 5.10 0.50 1.47 0.062
C 2.67 -1.54 2.83 -0.154
H 2.00 -0.72 3.12 0.036
H 2.03 -2.40 2.58 0.080
H 3.27 -1.80 3.72 0.093
C 4.58 -2.29 1.49 -0.085
H 5.34 -2.12 0.71 0.060
H 5.12 -2.45 2.43 0.093
H 4.06 -3.23 1.24 0.078
C -3.96 -0.82 1.98 -0.108
H -4.45 -1.68 2.45 0.094
H -3.10 -0.55 2.61 0.029
H -4.67 0.01 1.98 0.073
C -2.66 -2.49 0.64 -0.089
H -2.42 -2.88 -0.35 0.076
H -1.73 -2.34 1.20 0.052
H -3.24 -3.26 1.17 0.096
C -4.74 -1.46 -0.31 -0.073
H -5.31 -2.28 0.16 0.099
H -5.41 -0.60 -0.37 0.063
H -4.48 -1.78 -1.33 0.077
C -2.46 2.93 -0.86 -0.111
H -2.49 2.64 -1.92 0.078
H -2.95 3.91 -0.76 0.096
H -1.41 3.06 -0.57 0.046
C -3.09 2.43 1.49 -0.101
H -2.05 2.47 1.85 0.027
H -3.50 3.45 1.52 0.099
H -3.68 1.82 2.18 0.060
C -4.65 1.87 -0.41 -0.090
H -4.77 1.44 -1.41 0.090
H -5.29 1.33 0.30 0.068
H -5.02 2.91 -0.45 0.094
Hg 0.18 0.11 0.57 0.799
N 0.40 1.76 -1.35 0.141
C 0.53 2.21 -2.43 -0.137
C 0.68 2.90 -3.65 -0.214
C 0.49 4.30 -3.64 -0.019
C 1.03 2.23 -4.84 -0.012
C 0.65 5.02 -4.82 -0.059
H 0.23 4.81 -2.71 0.125
C 1.19 2.97 -6.01 -0.056
H 1.16 1.14 -4.84 0.120
C 1.00 4.35 -6.00 -0.055
H 0.50 6.10 -4.82 0.117
H 1.47 2.46 -6.94 0.117
H 1.13 4.92 -6.92 0.113
C -1.40 0.47 4.37 -0.164
P -0.76 -1.21 4.14 0.592
C 0.57 -1.37 5.35 -0.180
C -1.92 -2.59 4.32 -0.151
O -0.27 -1.28 2.69 -0.507
H -1.85 0.61 5.37 0.067
H -2.15 0.73 3.62 0.013
H -0.57 1.18 4.27 0.040
H 0.18 -1.43 6.37 0.064
H 1.16 -2.29 5.15 0.063
H 1.24 -0.49 5.29 0.063
H -2.72 -2.52 3.56 0.025
H -1.35 -3.52 4.13 0.076
H -2.38 -2.66 5.31 0.061
```

Results
Orbital gap (eV): 6.088
Charge: +1
DFT total energy (eV): -75279.086
ΔE to the lowest compared entry with this formula, charge and spin (kJ/mol): 0.00


# 3
Here is a 4-piece molecular cluster, C34H56N3O10 overall from the Open Molecules 2025 dataset. Energies are from ωB97M-V with the def2-TZVPD basis set.

XYZ file:
```
103
Properties=species:S:1:pos:R:3:lowdin_charge:R:1
C 4.10 3.91 3.01 -0.071
C 3.87 5.22 3.37 -0.068
C 2.77 5.91 2.86 -0.023
C 1.91 5.25 1.99 -0.265
O 0.78 5.82 1.43 -0.042
C 0.38 7.09 1.84 -0.109
C -0.22 7.07 3.23 -0.073
N 0.27 7.95 4.10 0.102
N -0.12 8.17 5.35 0.131
C -1.11 7.41 5.76 -0.040
C -1.72 6.44 4.94 0.092
C -1.27 6.25 3.65 -0.047
C -1.95 5.26 2.76 -0.253
C -1.32 4.11 2.31 0.009
C -2.08 3.24 1.52 -0.020
C -3.39 3.57 1.22 -0.043
C -3.92 4.75 1.73 -0.108
N -3.22 5.59 2.49 0.128
C 2.14 3.94 1.61 -0.011
C 3.23 3.27 2.13 -0.048
H 4.96 3.37 3.40 0.110
H 4.55 5.73 4.04 0.112
H 2.63 6.94 3.15 0.093
H -0.41 7.40 1.15 0.161
H 1.18 7.84 1.78 0.140
H 1.03 8.56 3.81 0.180
H -1.43 7.58 6.78 0.133
H -2.56 5.86 5.32 0.141
H -0.29 3.89 2.56 0.106
H -1.63 2.32 1.16 0.119
H -4.00 2.91 0.61 0.112
H -4.95 5.03 1.52 0.114
H 1.47 3.46 0.91 0.126
H 3.38 2.24 1.82 0.105
C 3.77 1.46 -4.56 -0.107
O 3.93 0.70 -3.38 -0.194
C 4.18 1.52 -2.26 -0.213
C 4.13 0.71 -0.98 -0.182
O 2.82 0.46 -0.50 -0.147
C 2.09 -0.55 -1.19 -0.181
C 2.48 -1.96 -0.81 -0.212
O 3.67 -2.34 -1.48 -0.202
C 4.19 -3.55 -0.98 -0.107
H 4.66 2.06 -4.78 0.089
H 3.61 0.75 -5.38 0.089
H 2.90 2.12 -4.49 0.088
H 3.43 2.33 -2.20 0.128
H 5.17 1.99 -2.35 0.130
H 4.61 1.30 -0.20 0.116
H 4.69 -0.22 -1.10 0.126
H 2.17 -0.42 -2.27 0.124
H 1.05 -0.41 -0.90 0.124
H 1.67 -2.65 -1.08 0.130
H 2.63 -2.01 0.28 0.130
H 4.48 -3.45 0.07 0.089
H 5.07 -3.79 -1.57 0.087
H 3.47 -4.37 -1.08 0.090
C 3.02 -10.77 -6.04 -0.112
O 3.13 -9.50 -5.43 -0.194
C 3.51 -9.59 -4.07 -0.214
C 3.85 -8.23 -3.52 -0.188
O 5.15 -7.78 -3.87 -0.128
C 5.28 -7.20 -5.16 -0.182
C 4.87 -5.75 -5.21 -0.210
O 3.47 -5.63 -5.30 -0.190
C 3.05 -4.29 -5.10 -0.107
H 2.28 -11.39 -5.52 0.088
H 2.70 -10.62 -7.06 0.088
H 3.98 -11.29 -6.03 0.089
H 4.38 -10.25 -3.97 0.131
H 2.68 -10.02 -3.48 0.127
H 3.85 -8.30 -2.43 0.126
H 3.09 -7.50 -3.82 0.123
H 4.73 -7.77 -5.91 0.125
H 6.35 -7.26 -5.39 0.128
H 5.34 -5.27 -6.09 0.128
H 5.24 -5.24 -4.31 0.125
H 3.32 -3.93 -4.11 0.077
H 1.96 -4.27 -5.21 0.088
H 3.49 -3.62 -5.85 0.089
C -10.27 -1.88 2.24 -0.107
O -9.05 -1.26 2.58 -0.197
C -7.94 -1.91 1.99 -0.213
C -6.69 -1.10 2.18 -0.181
O -6.57 -0.01 1.27 -0.129
C -7.30 1.16 1.59 -0.182
C -6.59 2.05 2.58 -0.218
O -6.76 1.59 3.91 -0.182
C -5.93 2.27 4.81 -0.114
H -10.29 -2.92 2.56 0.089
H -11.06 -1.33 2.75 0.089
H -10.45 -1.84 1.16 0.090
H -8.12 -2.06 0.91 0.131
H -7.80 -2.90 2.45 0.129
H -5.83 -1.74 1.97 0.127
H -6.62 -0.75 3.21 0.124
H -8.30 0.91 1.96 0.127
H -7.40 1.71 0.65 0.128
H -6.99 3.08 2.49 0.127
H -5.52 2.07 2.33 0.104
H -4.87 2.09 4.58 0.085
H -6.14 1.88 5.80 0.090
H -6.11 3.35 4.80 0.086
```

Results
Orbital gap (eV): 5.598
Charge: +1
DFT total energy (eV): -61099.311


# 4
Here is a 7-piece molecular cluster, C34H56N4O16 overall from the Open Molecules 2025 dataset. Energies are from ωB97M-V with the def2-TZVPD basis set.

XYZ file:
```
110
Properties=species:S:1:pos:R:3:lowdin_charge:R:1
O 26.68 22.05 -19.97 0.118
C 25.73 21.49 -19.48 -0.319
C 25.73 20.94 -18.11 0.100
C 24.63 20.39 -17.57 -0.251
O 24.66 19.80 -16.36 0.023
C 23.38 20.19 -18.34 -0.342
O 22.38 19.67 -17.90 0.118
C 23.41 20.67 -19.73 0.084
C 24.48 21.29 -20.26 -0.254
O 24.51 21.73 -21.52 0.099
H 26.58 21.09 -17.46 0.136
H 24.79 18.83 -16.47 0.064
H 22.57 20.53 -20.40 0.132
H 25.29 22.28 -21.66 0.119
O 19.90 12.75 -12.22 0.128
C 19.06 13.60 -12.09 -0.327
C 18.85 14.35 -10.85 0.076
C 17.92 15.30 -10.71 -0.246
O 17.74 15.98 -9.58 0.106
C 16.91 15.60 -11.76 -0.332
O 16.02 16.39 -11.57 0.130
C 17.06 14.79 -12.98 0.057
C 18.08 13.94 -13.18 -0.250
O 18.18 13.18 -14.28 0.103
H 19.52 14.20 -10.02 0.137
H 16.93 16.51 -9.69 0.122
H 16.42 14.83 -13.86 0.141
H 19.08 12.83 -14.29 0.121
O 18.59 18.55 -12.33 0.119
C 19.40 18.34 -13.20 -0.293
C 19.32 17.16 -14.08 0.085
C 20.33 16.85 -14.89 -0.220
O 20.32 15.75 -15.65 0.100
C 21.56 17.70 -15.05 -0.289
O 22.42 17.38 -15.83 0.085
C 21.66 18.82 -14.13 0.055
C 20.63 19.20 -13.37 -0.235
O 20.61 20.34 -12.67 0.056
H 18.49 16.49 -14.02 0.108
H 21.20 15.62 -16.06 0.105
H 22.53 19.47 -14.18 0.126
H 20.05 20.29 -11.84 0.070
C 24.45 20.04 -11.81 -0.109
O 25.09 19.26 -12.78 -0.196
C 25.00 17.88 -12.54 -0.208
C 25.35 17.13 -13.84 -0.427
C 25.49 15.61 -13.72 -0.038
N 26.55 17.76 -14.46 0.045
H 23.40 19.78 -11.63 0.077
H 24.46 21.09 -12.07 0.091
H 24.93 19.90 -10.83 0.088
H 25.54 17.59 -11.64 0.132
H 23.94 17.63 -12.42 0.119
H 24.57 17.43 -14.54 0.098
H 25.56 15.14 -14.69 0.065
H 24.62 15.24 -13.17 0.081
H 26.40 15.42 -13.15 0.080
H 26.35 18.75 -14.57 0.057
H 27.29 17.69 -13.76 0.074
C 22.03 15.70 -18.92 -0.085
O 22.92 15.17 -17.94 -0.206
C 24.25 15.03 -18.45 -0.179
C 24.95 16.38 -18.50 -0.415
C 26.38 16.32 -18.98 -0.060
N 24.96 17.08 -17.21 0.066
H 22.52 16.30 -19.69 0.083
H 21.25 16.24 -18.37 0.084
H 21.54 14.89 -19.47 0.088
H 24.71 14.33 -17.75 0.131
H 24.27 14.57 -19.44 0.128
H 24.40 17.02 -19.21 0.127
H 26.41 15.69 -19.88 0.080
H 27.02 15.75 -18.29 0.081
H 26.91 17.27 -19.07 0.078
H 25.57 16.70 -16.49 0.062
H 24.05 16.85 -16.81 0.046
C 21.90 21.97 -15.35 -0.096
O 21.13 23.14 -15.40 -0.171
C 19.76 22.92 -15.64 -0.186
C 19.14 24.32 -15.74 -0.423
C 18.90 24.98 -14.39 -0.051
N 17.85 24.31 -16.50 0.011
H 22.50 21.80 -16.26 0.074
H 21.33 21.06 -15.15 0.064
H 22.68 22.06 -14.58 0.095
H 19.63 22.40 -16.59 0.129
H 19.30 22.43 -14.77 0.119
H 19.76 24.97 -16.37 0.133
H 18.56 24.22 -13.67 0.057
H 18.13 25.74 -14.48 0.072
H 19.84 25.30 -13.95 0.081
H 17.98 23.98 -17.45 0.062
H 17.63 25.29 -16.62 0.060
C 18.75 23.90 -7.33 -0.090
O 19.02 22.83 -8.24 -0.182
C 18.01 22.64 -9.20 -0.241
C 18.56 22.20 -10.54 -0.386
C 17.55 21.94 -11.65 -0.048
N 19.26 20.90 -10.35 0.033
H 19.72 24.23 -6.97 0.088
H 18.06 23.64 -6.52 0.089
H 18.42 24.75 -7.93 0.086
H 17.28 21.89 -8.86 0.131
H 17.34 23.50 -9.30 0.125
H 19.24 22.97 -10.90 0.145
H 17.11 22.86 -12.04 0.077
H 16.82 21.19 -11.32 0.086
H 18.04 21.43 -12.48 0.061
H 18.60 20.25 -9.91 0.097
H 19.88 20.96 -9.53 0.097
```

Results
Orbital gap (eV): 7.711
DFT total energy (eV): -74882.026
SMILES string: O=C1C=C(O)C(=O)C=C1O.O=C1C=C(O)C(=O)C=C1O.O=C1C=C(O)C(=O)C=C1O.COC[C@H](C)N.COC[C@H](C)N.COC[C@H](C)N.COC[C@H](C)N